No. 1
ORCA calculation (the ωB97M-V functional and the def2-TZVPD basis) on a 2-piece molecular cluster, C5H12O overall.

CARTESIAN COORDINATES (ANGSTROEM)
C1 -2.64712 0.43428 -0.60069
C2 -1.12196 0.47412 -0.53494
C3 -0.60198 0.61386 0.89368
C4 1.94721 -1.64511 0.48658
O1 2.69129 -0.58694 0.49266
C5 2.69932 0.42322 -0.32167
H1 -3.04257 -0.40952 -0.02256
H2 -3.00695 0.33448 -1.63051
H3 -3.07791 1.35177 -0.18197
H4 -0.75051 1.30928 -1.14374
H5 -0.71307 -0.44065 -0.98678
H6 -1.02879 1.50362 1.37269
H7 -0.87670 -0.25515 1.50202
H8 2.12784 -2.34194 1.28984
H9 1.22298 -1.78390 -0.30936
H10 3.44686 1.17295 -0.11595
H11 0.49011 0.71722 0.91354
H12 2.04688 0.41144 -1.18882

Calculated values
Strongest force on any atom (eV/Å): 0.903
Net charge: 0
Kohn-Sham gap (spin up / spin down) (eV): 8.293 / 8.330
Calculated total energy (eV): -7423.3496
Relative energy (zero: lowest compared OMol25 entry of this formula, charge and spin) (kJ/mol): 382.3



No. 2
ORCA calculation (the ωB97M-V functional and the def2-TZVPD basis) on a 2-piece molecular cluster, C3H8NS overall in a non-equilibrium geometry.

CARTESIAN COORDINATES (ANGSTROEM)
C1 -1.26417 2.33111 0.14232
S1 -0.66299 1.44722 -1.30290
H1 -0.40915 2.75913 0.75990
H2 -1.79745 3.25002 -0.12094
H3 -1.91448 1.83473 0.86380
C2 1.89091 -1.08549 0.24070
C3 0.80497 -1.89517 0.15229
N1 -0.32129 -1.58851 -0.60081
H4 1.83154 -0.13719 -0.28631
H5 2.78220 -1.35360 0.81824
H6 0.70614 -2.84618 0.67162
H7 -0.54993 -0.55483 -0.85100
H8 -1.09630 -2.16124 -0.48691

Calculated values
Strongest force on any atom (eV/Å): 2.278
Net charge: -1
Kohn-Sham gap (eV): 6.771
Calculated total energy (eV): -15566.1005
Relative energy (zero: lowest compared OMol25 entry of this formula, charge and spin) (kJ/mol): 90.9



No. 3
ORCA calculation (the ωB97M-V functional and the def2-TZVPD basis) on a 2-piece molecular cluster, C7H18NOSi overall in a non-equilibrium geometry.

CARTESIAN COORDINATES (ANGSTROEM)
C1 0.27142 1.78732 1.17970
C2 3.73517 0.41547 0.15005
C3 -1.77155 0.44204 -1.88190
C4 -1.45756 -2.12095 0.06810
C5 -3.26037 0.27182 0.70843
C6 2.67935 -0.60283 -0.20722
C7 -0.08326 0.37747 1.07630
N1 1.35497 -0.08240 -0.54282
O1 0.87461 2.57336 0.49373
Si1 -1.57665 -0.26854 -0.08113
H1 -0.02253 2.13531 2.17374
H2 4.44128 -0.21722 0.75410
H3 4.28448 0.84181 -0.71075
H4 3.34003 1.26090 0.75424
H5 -0.99508 0.10168 -2.51284
H6 -2.73165 0.14584 -2.12588
H7 -1.67527 1.55256 -1.96657
H8 -1.98213 -2.46846 -0.80816
H9 -0.45488 -2.61154 -0.02709
H10 -2.05443 -2.45677 0.98667
H11 -4.10702 -0.24255 0.32168
H12 -3.22611 0.14965 1.88839
H13 -3.55700 1.39253 0.70905
H14 2.58585 -1.38825 0.55499
H15 3.14244 -1.08148 -1.10119
H16 0.13166 -0.18029 1.95780
H17 0.72181 -0.60869 -1.12067
H18 1.39238 0.88220 -0.69073

Calculated values
Strongest force on any atom (eV/Å): 4.164
Net charge: +1
Kohn-Sham gap (spin up / spin down) (eV): 8.709 / 8.710
Calculated total energy (eV): -18957.1426
Relative energy (zero: lowest compared OMol25 entry of this formula, charge and spin) (kJ/mol): 357.0



No. 4
ORCA calculation (the ωB97M-V functional and the def2-TZVPD basis) on the molecule C4H7NO in a non-equilibrium geometry.

CARTESIAN COORDINATES (ANGSTROEM)
C1 1.31511 -0.89050 -0.30023
C2 0.03753 0.07013 0.08789
C3 -0.95147 -0.91818 0.65309
O1 -0.69676 -2.09542 0.55300
C4 -0.35913 1.60650 0.32095
N1 -0.21731 1.03436 -0.97576
H1 1.07927 -1.89800 -0.73751
H2 1.78067 -0.33693 -1.10237
H3 1.99899 -1.14858 0.51868
H4 -1.83296 -0.62348 1.25657
H5 -1.40255 1.87487 0.59460
H6 0.31823 2.40723 0.63381
H7 -1.06962 0.91802 -1.50274

Calculated values
Strongest force on any atom (eV/Å): 1.547
Structure (SMILES): C[C@@]1(C=O)CN1
Net charge: 0
Kohn-Sham gap (eV): 10.381
Calculated total energy (eV): -7796.1648
Relative energy (zero: lowest compared OMol25 entry of this formula, charge and spin) (kJ/mol): 335.7



No. 5
ORCA calculation (the ωB97M-V functional and the def2-TZVPD basis) on the molecule C3H6Cl2Si.

CARTESIAN COORDINATES (ANGSTROEM)
C1 0.43879 1.25764 -1.00473
C2 -0.79099 0.65001 -0.41874
Cl1 -2.20643 1.63693 -0.46199
C3 -0.82179 -0.58829 0.09079
Si1 0.72001 -1.66683 0.16807
Cl2 -2.29109 -1.28598 0.68396
H1 0.22547 2.25542 -1.35295
H2 0.74431 0.67954 -1.86558
H3 1.24084 1.32024 -0.28522
H4 1.78030 -0.85522 0.80193
H5 1.14208 -2.08814 -1.17930
H6 0.43995 -2.80672 1.05483

Calculated values
Strongest force on any atom (eV/Å): 0.779
Structure (SMILES): C/C(Cl)=C(\[SiH3])Cl
Net charge: 0
Kohn-Sham gap (eV): 10.053
Calculated total energy (eV): -36129.9424
Relative energy (zero: lowest compared OMol25 entry of this formula, charge and spin) (kJ/mol): 341.8